(1)
C41H110N3O17Zr | ωB97M-V/def2-TZVPD

Cartesian coordinates (Å):
Zr  -2.5387  -1.8503  0.8465
C  1.1329  -0.0628  1.8399
C  1.1244  0.7071  0.4686
C  2.5901  0.6777  0.0765
C  2.8286  1.1014  -1.4037
C  2.0192  0.2916  -2.3509
C  0.4920  0.2597  -2.0130
N  0.3206  -0.0883  -0.5705
O  -1.0809  -0.2957  -0.1665
C  0.0013  -0.8898  -3.0040
C  -0.2523  1.5827  -2.4072
C  0.5808  2.1014  0.8578
H  0.1315  -0.1752  2.2556
H  1.6363  0.5610  2.5786
H  1.5645  -1.0612  1.7690
H  2.9944  -0.3139  0.2797
H  3.0883  1.3283  0.7952
H  3.9069  1.0401  -1.5506
H  2.6222  2.1655  -1.5191
H  2.4259  -0.7105  -2.4866
H  2.1208  0.7508  -3.3342
H  0.1616  -0.6644  -4.0584
H  -1.0808  -0.9840  -2.9121
H  0.5087  -1.8373  -2.8228
H  0.3433  2.4704  -2.1947
H  -1.2357  1.6860  -1.9485
H  -0.4137  1.4897  -3.4812
H  1.1036  2.7060  1.5990
H  -0.4666  2.0032  1.1430
H  0.4837  2.7449  -0.0166
C  -3.5248  -0.0410  5.0397
C  -2.1575  -0.7091  5.3010
C  -2.3251  -1.2350  6.7451
C  -1.1195  -2.0795  7.2235
C  -1.0067  -3.2735  6.2598
C  -0.8064  -2.8617  4.7795
N  -1.9188  -1.8921  4.4230
O  -1.9338  -1.5980  2.9934
C  -0.9365  -4.2290  4.0474
C  0.7044  -2.3898  4.5709
C  -1.1045  0.4631  5.2765
H  -4.3494  -0.7461  4.9352
H  -3.5245  0.4810  4.0828
H  -3.7781  0.6806  5.8164
H  -3.2246  -1.8497  6.7775
H  -2.3703  -0.4037  7.4486
H  -1.2496  -2.4417  8.2433
H  -0.1296  -1.6241  7.2506
H  -1.8502  -3.9538  6.3768
H  -0.1325  -3.8325  6.5935
H  -0.8345  -4.2188  2.9622
H  -1.8778  -4.6944  4.3396
H  -0.2107  -4.9567  4.4106
H  1.0393  -1.7433  5.3820
H  0.7886  -1.7642  3.6822
H  1.3821  -3.2065  4.3224
H  -0.1478  0.1901  5.7218
H  -1.4425  1.3978  5.7239
H  -0.8878  0.7489  4.2472
C  -3.7901  0.2041  -2.4166
C  -4.5752  -1.1032  -2.7674
C  -4.9222  -0.9589  -4.2954
C  -5.3022  -2.2637  -4.9555
C  -4.1321  -3.2165  -4.7943
C  -3.7303  -3.4677  -3.3085
N  -3.5568  -2.2083  -2.5684
O  -3.2920  -2.4569  -1.1675
C  -2.4115  -4.2874  -3.4104
C  -4.8982  -4.4423  -2.7495
C  -5.9119  -1.2145  -1.9132
H  -4.4063  1.0560  -2.7040
H  -2.8254  0.1873  -2.9238
H  -3.4908  0.3949  -1.3860
H  -4.1407  -0.4931  -4.8957
H  -5.7848  -0.3085  -4.4401
H  -5.6020  -2.0568  -5.9829
H  -6.2237  -2.5876  -4.4718
H  -3.3406  -2.8855  -5.4668
H  -4.5519  -4.0969  -5.2807
H  -2.2082  -4.8693  -2.5114
H  -1.5747  -3.6158  -3.6025
H  -2.3785  -5.0344  -4.2036
H  -4.8512  -4.6377  -1.6782
H  -4.8902  -5.4111  -3.2490
H  -5.9236  -4.0853  -2.8449
H  -6.5009  -2.1178  -2.0725
H  -6.4764  -0.2998  -2.0941
H  -5.6031  -1.3421  -0.8757
C  -1.8047  4.5447  -1.0810
O  -2.6786  5.6067  -0.7280
H  -1.6874  4.4153  -2.1569
H  -0.7845  4.6750  -0.7200
H  -2.2471  3.6280  -0.6913
H  -3.1821  5.3717  0.0548
C  -0.9283  2.9445  -6.7742
O  0.3599  3.3889  -7.2203
H  -0.9003  3.0384  -5.6886
H  -1.6768  3.6589  -7.1171
H  -1.2476  1.9573  -7.1083
H  0.4558  4.3337  -7.0797
C  3.5939  4.1017  2.1780
O  4.0909  5.3479  1.6826
H  2.5467  4.2251  2.4543
H  3.7598  3.3199  1.4369
H  4.1541  3.9015  3.0913
H  3.3808  5.9427  1.9348
C  1.7859  -5.5233  1.5494
O  1.5249  -4.1341  1.7362
H  2.0392  -5.9486  2.5205
H  0.9247  -5.8771  0.9825
H  2.6501  -5.6887  0.9060
H  2.3368  -3.6996  2.0076
C  4.4816  -3.5596  3.0155
O  3.4278  -2.6097  2.6878
H  4.0736  -4.5698  3.0481
H  5.3027  -3.5751  2.2987
H  4.7809  -3.1682  3.9878
H  3.8396  -1.7960  2.9877
C  -3.1061  1.3406  1.6419
O  -3.5692  0.1679  1.0235
H  -3.9376  1.8264  2.1526
H  -2.2945  1.1585  2.3463
H  -2.7520  2.0662  0.9096
H  -4.4554  0.4156  0.7501
C  6.1436  4.0495  -1.3806
O  5.7741  3.0235  -2.2571
H  7.2006  3.9760  -1.1249
H  5.9279  5.0613  -1.7240
H  5.6329  3.9884  -0.4196
H  6.1246  2.2402  -1.8268
C  -2.5064  4.7149  2.5435
O  -3.6086  4.5715  1.6532
H  -1.5186  4.4755  2.1496
H  -2.3493  5.7345  2.8955
H  -2.6574  4.0299  3.3778
H  -4.4477  4.7155  2.0969
C  4.4445  -2.4041  -0.8586
O  4.8441  -3.5908  -1.5626
H  4.1997  -1.6174  -1.5722
H  3.5845  -2.5453  -0.2041
H  5.2937  -2.0779  -0.2582
H  4.9260  -4.2509  -0.8704
C  4.4729  -2.6527  -4.8305
O  5.2820  -3.7072  -4.2455
H  5.0224  -1.7313  -4.6376
H  4.4668  -2.7721  -5.9139
H  3.4693  -2.5769  -4.4119
H  5.1887  -3.7410  -3.2907
C  2.8046  5.2795  -1.8697
O  2.7850  6.6719  -2.0341
H  1.7657  4.9549  -1.9292
H  3.3018  4.7272  -2.6670
H  3.2235  5.0270  -0.8956
H  3.6618  7.0466  -1.9230
C  3.7600  2.6213  -5.0718
O  4.8439  3.4569  -4.7710
H  3.8034  1.6730  -4.5363
H  2.8084  3.0307  -4.7327
H  3.6581  2.3665  -6.1267
H  5.1534  3.2088  -3.8967
C  0.3240  3.8570  4.7994
O  -0.7081  4.6099  5.4184
H  -0.0789  2.9938  4.2696
H  0.9770  4.5292  4.2428
H  0.9484  3.3625  5.5435
H  -0.3314  5.4081  5.7960
C  -0.1819  -3.3709  -0.7290
O  -0.6144  -3.0249  0.5781
H  -0.2212  -4.4407  -0.9345
H  -0.6867  -2.7784  -1.4920
H  0.8992  -3.2314  -0.7273
H  0.0478  -3.4509  1.1273

Summary:
**HOMO (spin up / spin down)**: -6.06 / -6.70 eV
**Orbital gap (spin up / spin down)**: 5.936 / 6.573 eV
**Multiplicity**: 2
**Expectation value of S²**: 0.752
**Charge**: 0
**LUMO level (spin up / spin down)**: -0.12 / -0.12 eV
**Largest force on an atom**: 3.6 eV Å⁻¹

---

(2)
C41H114Cl2N9O16V | ωB97M-V/def2-TZVPD

Cartesian coordinates (Å):
O  1.0760  -0.2792  -1.6453
H  1.1176  0.6973  -1.4617
H  1.2900  -0.3621  -2.5794
H  -0.5551  -0.3661  -1.3818
O  2.1966  2.7760  1.5350
H  1.9266  3.2547  2.2942
H  1.1934  2.4108  0.3569
H  3.2896  2.7008  1.2915
V  -0.4876  -3.0066  3.1963
Cl  -1.4742  -4.9224  1.3183
O  -2.2147  -3.7832  1.9941
O  -0.0976  -4.5824  1.7657
O  -2.0077  -6.1591  1.8243
O  -1.7484  -4.8401  -0.1226
Cl  0.4947  -1.5812  1.9004
O  0.5355  2.0604  -0.2323
H  0.3776  2.7974  -0.8605
C  -4.3557  2.1695  2.6537
C  -3.9996  1.0577  1.6658
C  -5.1787  0.3007  1.0622
C  -5.8273  1.0166  -0.0802
C  -4.8560  1.4476  -1.1634
C  -3.7348  2.2978  -0.6048
N  -3.1503  1.5699  0.5449
O  -2.0258  2.3029  1.1248
C  -2.5495  2.3883  -1.6239
C  -4.2227  3.7209  -0.2134
C  -3.0564  0.0907  2.3709
H  -4.8934  1.7497  3.5256
H  -5.1327  2.8454  2.2732
H  -3.4645  2.8181  2.7841
H  -4.7251  -0.6605  0.7359
H  -5.8532  -0.0144  1.8664
H  -6.3410  1.8956  0.2949
H  -6.5984  0.3947  -0.4726
H  -5.4037  2.0241  -1.9457
H  -4.4420  0.6082  -1.6998
H  -2.9465  2.4963  -2.6554
H  -1.9109  3.2470  -1.4486
H  -1.8458  1.5539  -1.5378
H  -4.3957  4.3923  -1.0708
H  -5.1415  3.5891  0.2919
H  -3.4823  4.1802  0.4552
H  -2.2434  0.6302  2.8027
H  -2.7258  -0.6515  1.6390
H  -3.6350  -0.3330  3.1696
H  -1.3568  2.3261  0.4172
C  -0.1181  5.8852  2.0908
C  0.2947  5.2106  3.3900
C  -0.6383  3.9711  3.5566
O  -0.4628  3.2720  4.7492
C  -1.4339  3.5563  5.7375
N  1.7408  4.8424  3.3941
H  0.0429  5.1788  1.2577
H  0.4622  6.7871  1.9309
H  -1.1274  6.2453  2.1426
H  0.1018  5.8409  4.2548
H  -0.5389  3.2802  2.7138
H  -1.5957  4.4429  3.5059
H  -2.5054  3.3836  5.4223
H  -1.3474  4.5510  6.1810
H  -1.2965  2.7543  6.4702
H  1.9719  4.6671  4.3342
H  2.3067  5.5636  3.0023
C  3.5360  1.7941  -2.2348
C  3.5554  2.8679  -3.3408
C  2.2171  2.7915  -4.0963
O  1.9991  1.5393  -4.7715
C  1.6449  1.7036  -6.1795
N  3.7421  4.2768  -2.8339
H  3.1845  0.8257  -2.4966
H  2.8377  2.0268  -1.4190
H  4.5381  1.5553  -1.7863
H  4.3900  2.5323  -3.9530
H  2.1157  3.6236  -4.7706
H  1.3873  2.9465  -3.3278
H  1.5739  0.6810  -6.5449
H  2.4546  2.2958  -6.7118
H  0.6377  2.1215  -6.2511
H  3.9991  4.2070  -1.8907
H  4.6034  4.5521  -3.3473
C  6.4471  0.2902  2.2532
C  5.0195  0.5028  1.7936
C  4.7257  -0.4492  0.7454
O  5.7034  -0.6390  -0.2406
C  5.0994  -1.4224  -1.2154
N  4.0978  0.5467  2.8589
H  6.9998  0.0694  1.3749
H  6.3966  -0.6238  2.8304
H  6.8599  1.0740  2.8745
H  4.9590  1.4693  1.2247
H  3.7305  -0.4234  0.2402
H  4.7194  -1.3015  1.3835
H  4.8311  -2.3909  -0.7435
H  5.6370  -1.5888  -2.1388
H  4.1540  -0.9713  -1.5467
H  4.4942  -0.0459  3.6054
H  3.2138  0.1594  2.4875
C  -3.9301  -2.5751  6.3528
C  -2.8180  -2.4655  5.3072
C  -1.7115  -1.5549  5.8397
O  -0.5256  -1.7112  4.9908
C  0.4167  -0.6575  5.0372
N  -1.9467  -3.7140  4.9067
H  -3.4706  -2.4889  7.3256
H  -4.3359  -3.5815  6.3536
H  -4.6497  -1.7153  6.1633
H  -3.1977  -2.0125  4.4018
H  -1.4326  -1.7857  6.8847
H  -1.9953  -0.5274  5.8766
H  0.1134  0.1440  4.3732
H  1.3935  -1.0966  4.7554
H  0.5346  -0.3968  6.0950
H  -2.6264  -4.2096  4.2681
H  -2.0016  -4.1541  5.8352
C  -3.2838  -2.2356  -1.1163
C  -2.0262  -1.8943  -1.7898
C  -2.1563  -1.2699  -3.1571
O  -0.9292  -0.8398  -3.5847
C  -0.9143  0.0410  -4.6909
N  -1.2796  -0.9904  -0.8615
H  -3.8677  -3.0937  -1.5263
H  -3.8857  -1.3091  -1.2307
H  -3.1028  -2.4097  -0.0657
H  -1.3635  -2.7104  -2.0743
H  -2.8765  -0.4436  -3.1246
H  -2.5873  -1.9939  -3.8683
H  -1.4861  0.9795  -4.4566
H  -1.2013  -0.3562  -5.6698
H  0.1164  0.2209  -4.9439
H  -0.8976  -1.4268  -0.0597
H  -1.9902  -0.4976  -0.3317
C  2.7023  -4.0237  -1.4504
C  1.3922  -4.0158  -2.2444
C  1.6640  -3.2723  -3.4680
O  2.4779  -2.1559  -3.2968
C  2.6608  -1.6154  -4.5497
N  0.8943  -5.3308  -2.5486
H  2.7704  -3.0544  -0.9718
H  3.6279  -4.2038  -1.9692
H  2.7538  -4.8462  -0.7228
H  0.7790  -3.4028  -1.5770
H  0.7412  -2.8898  -3.9444
H  2.0479  -3.9868  -4.2172
H  2.9309  -2.3610  -5.3333
H  3.4476  -0.8301  -4.3928
H  1.7471  -1.0521  -4.8604
H  0.1131  -5.2346  -3.2421
H  0.3390  -5.7281  -1.7690
C  2.6306  -4.0533  3.1225
C  3.4895  -4.9424  3.9500
C  4.8077  -5.2192  3.2551
O  5.7585  -5.7361  4.1570
C  7.0145  -6.0203  3.5889
N  3.6070  -4.2560  5.1946
H  3.1261  -3.0756  3.0826
H  1.6534  -4.0266  3.6404
H  2.4434  -4.3759  2.1040
H  3.0698  -5.9052  4.1900
H  5.2798  -4.2931  2.8845
H  4.6849  -5.9088  2.4214
H  7.0683  -7.1072  3.4063
H  7.8143  -5.8085  4.3117
H  7.2658  -5.4573  2.6561
H  4.3291  -4.6915  5.7883
H  3.8530  -3.3140  4.9732
C  -2.6905  2.8047  -7.8924
C  -3.1590  3.5075  -6.6626
C  -4.3693  2.8220  -6.0255
O  -3.9458  1.4994  -5.6858
C  -4.9241  0.8384  -4.9264
N  -2.0005  3.6223  -5.7272
H  -2.3845  1.7976  -7.5787
H  -1.9117  3.4214  -8.3333
H  -3.5337  2.7485  -8.6124
H  -3.4878  4.5315  -6.9710
H  -5.1995  2.7507  -6.7223
H  -4.7946  3.3233  -5.1195
H  -5.1609  1.4797  -4.0846
H  -4.4426  -0.0569  -4.5527
H  -5.8163  0.4914  -5.4436
H  -1.7763  2.7252  -5.3339
H  -2.2520  4.3219  -5.0310

Summary:
**HOMO (spin up / spin down)**: -10.17 / -10.66 eV
**Orbital gap (spin up / spin down)**: 8.620 / 9.089 eV
**Multiplicity**: 4
**Expectation value of S²**: 3.756
**Charge**: +1
**LUMO level (spin up / spin down)**: -1.55 / -1.57 eV
**Largest force on an atom**: 6.4 eV Å⁻¹